1.
121
Properties=species:S:1:pos:R:3 method="wB97M-V/def2-TZVPD" total_charge=-2 orbital_gap_ev=6.94 homo_ev=-3.1 relative_energy_kcal_mol=4.76
Ti -1.735 -0.082 0.238
C 5.905 0.368 2.240
C 4.959 1.278 1.455
C 4.677 2.525 2.305
C 5.666 1.697 0.158
C 3.637 0.590 1.121
C 2.666 1.287 0.402
C 1.455 0.701 0.130
Se 0.063 1.650 -0.803
C 0.138 0.519 -2.353
C 1.172 0.618 -3.258
C 1.268 -0.279 -4.314
C 0.299 -1.274 -4.404
C -0.759 -1.407 -3.508
C -0.847 -0.461 -2.471
O -1.833 -0.498 -1.569
C -1.733 -2.584 -3.580
C -1.458 -3.475 -4.796
C -3.185 -2.103 -3.684
C -1.552 -3.445 -2.319
C 2.428 -0.154 -5.303
C 2.364 1.214 -5.996
C 2.393 -1.237 -6.383
C 3.760 -0.278 -4.549
C 1.129 -0.601 0.560
O -0.067 -1.073 0.239
C 2.091 -1.323 1.283
C 3.316 -0.693 1.533
C 1.904 -2.746 1.832
C 2.961 -3.664 1.196
C 2.100 -2.728 3.357
C 0.531 -3.369 1.557
H 6.831 0.906 2.459
H 5.463 0.060 3.189
H 6.162 -0.528 1.671
H 5.612 3.041 2.548
H 4.021 3.225 1.787
H 4.175 2.250 3.234
H 6.607 2.208 0.381
H 5.882 0.823 -0.460
H 5.043 2.375 -0.427
H 2.836 2.306 0.077
H 1.912 1.399 -3.120
H 0.374 -1.991 -5.207
H -1.580 -2.926 -5.733
H -0.454 -3.908 -4.772
H -2.173 -4.300 -4.795
H -3.319 -1.435 -4.536
H -3.846 -2.968 -3.807
H -3.488 -1.557 -2.797
H -0.530 -3.831 -2.264
H -1.756 -2.877 -1.414
H -2.239 -4.297 -2.348
H 1.425 1.321 -6.543
H 2.420 2.026 -5.271
H 3.195 1.325 -6.701
H 1.476 -1.183 -6.973
H 3.240 -1.104 -7.061
H 2.463 -2.236 -5.948
H 3.859 0.494 -3.785
H 3.828 -1.247 -4.050
H 4.602 -0.182 -5.241
H 4.052 -1.253 2.095
H 3.975 -3.317 1.402
H 2.863 -4.681 1.590
H 2.828 -3.702 0.113
H 3.105 -2.407 3.639
H 1.383 -2.052 3.827
H 1.941 -3.731 3.765
H 0.333 -3.465 0.491
H 0.509 -4.366 2.009
H -0.274 -2.777 1.986
C -2.192 4.839 0.167
C -1.894 5.019 1.647
N -1.858 3.757 2.370
C -3.150 3.220 2.806
C -3.518 3.685 4.208
C -0.711 3.136 2.660
S 0.799 3.657 2.109
N -0.792 2.098 3.554
C -0.931 0.863 3.238
O -1.108 0.351 2.069
C -0.857 -0.127 4.362
C -1.495 -1.357 4.252
C -1.400 -2.286 5.278
C -0.651 -1.999 6.411
C -0.007 -0.772 6.520
C -0.117 0.165 5.503
H -2.168 5.810 -0.336
H -3.174 4.398 0.006
H -1.454 4.189 -0.305
H -2.664 5.638 2.121
H -0.928 5.500 1.785
H -3.138 2.136 2.739
H -3.899 3.537 2.082
H -2.784 3.331 4.934
H -4.497 3.286 4.478
H -3.567 4.775 4.262
H -2.072 -1.567 3.364
H -1.908 -3.238 5.187
H -0.564 -2.731 7.205
H 0.587 -0.547 7.398
H 0.375 1.127 5.566
O -4.806 0.235 -0.996
P -4.414 1.583 -0.251
O -5.397 2.058 0.728
O -2.986 1.355 0.346
O -4.205 2.644 -1.431
P -3.392 2.364 -2.847
O -4.023 3.564 -3.737
O -3.913 1.070 -3.370
O -1.952 2.648 -2.632
H -4.522 0.319 -1.956
H -3.420 4.313 -3.674
Cl -4.766 -3.244 -0.570
C -4.931 -2.728 1.101
Cl -6.568 -2.138 1.384
Cl -4.610 -4.124 2.176
C -3.883 -1.628 1.512
O -4.132 -0.928 2.461
O -2.816 -1.666 0.791

2.
114
Properties=species:S:1:pos:R:3 method="wB97M-V/def2-TZVPD" spin_multiplicity=4 orbital_gap_ev="6.07 / 5.84" s2=3.769 homo_ev="-5.7 / -7.2" relative_energy_kcal_mol=0.00
Pt 0.046 0.434 0.393
C -5.253 -0.594 -1.745
C -4.242 -1.710 -2.003
C -4.851 -2.697 -2.996
C -3.885 -2.462 -0.721
N -3.000 -1.128 -2.599
C -2.454 -1.517 -3.810
C -1.307 -0.831 -3.977
N -1.142 -0.008 -2.888
B 0.062 0.859 -2.501
N -0.212 2.353 -2.652
C -0.727 2.995 -3.756
C -0.899 4.290 -3.440
N -0.502 4.455 -2.122
C -0.088 3.249 -1.636
S 0.488 2.932 -0.046
C -0.582 5.750 -1.379
C 0.811 6.151 -0.897
C -1.091 6.831 -2.330
C -1.572 5.614 -0.224
N 1.401 0.357 -3.033
C 1.816 0.394 -4.346
C 3.008 -0.217 -4.421
N 3.346 -0.640 -3.143
C 2.362 -0.252 -2.281
S 2.379 -0.435 -0.568
C 4.630 -1.393 -2.948
C 5.775 -0.424 -3.240
C 4.629 -2.562 -3.940
C 4.813 -1.978 -1.553
C -2.182 -0.199 -2.030
S -2.378 0.566 -0.502
H -6.172 -1.035 -1.358
H -5.485 -0.069 -2.673
H -4.881 0.122 -1.017
H -5.763 -3.093 -2.552
H -4.187 -3.540 -3.194
H -5.120 -2.217 -3.938
H -4.792 -2.906 -0.308
H -3.453 -1.801 0.027
H -3.174 -3.263 -0.938
H -2.911 -2.247 -4.447
H -0.583 -0.886 -4.771
H 0.153 0.743 -1.345
H -0.958 2.472 -4.667
H -1.275 5.096 -4.038
H 1.495 6.239 -1.744
H 1.217 5.431 -0.192
H 0.748 7.122 -0.404
H -0.423 6.977 -3.180
H -1.132 7.768 -1.775
H -2.098 6.617 -2.692
H -1.247 4.869 0.494
H -2.557 5.332 -0.600
H -1.658 6.575 0.285
H 1.234 0.871 -5.116
H 3.650 -0.372 -5.266
H 5.725 -0.024 -4.253
H 6.727 -0.944 -3.128
H 5.753 0.409 -2.537
H 4.597 -2.238 -4.979
H 3.776 -3.215 -3.753
H 5.542 -3.141 -3.804
H 4.923 -1.213 -0.791
H 5.730 -2.571 -1.586
H 3.990 -2.631 -1.269
C -0.091 2.140 5.928
Ge -0.021 2.329 3.972
C 1.741 3.079 3.535
C -1.420 3.592 3.416
Ge -0.224 0.210 2.803
C -1.939 -0.653 3.263
C -2.889 -0.066 4.096
C -4.090 -0.704 4.383
C -4.361 -1.951 3.841
C -3.427 -2.554 3.007
C -2.235 -1.906 2.720
C 1.129 -0.949 3.661
C 0.806 -1.816 4.705
C 1.767 -2.643 5.273
C 3.075 -2.614 4.807
C 3.417 -1.749 3.777
C 2.451 -0.927 3.213
H 0.093 3.102 6.410
H 0.671 1.433 6.260
H -1.063 1.770 6.254
H 1.843 4.081 3.956
H 1.888 3.138 2.456
H 2.525 2.446 3.952
H -1.163 4.609 3.719
H -2.380 3.330 3.862
H -1.525 3.564 2.331
H -2.692 0.908 4.531
H -4.814 -0.228 5.034
H -5.294 -2.452 4.065
H -3.633 -3.527 2.577
H -1.520 -2.378 2.052
H -0.214 -1.856 5.073
H 1.495 -3.311 6.082
H 3.825 -3.261 5.247
H 4.435 -1.721 3.407
H 2.726 -0.266 2.396
Se -0.040 -2.300 -0.552
C 0.696 -3.859 0.222
C 1.050 -3.907 1.572
C 1.582 -5.071 2.105
C 1.767 -6.187 1.301
C 1.423 -6.143 -0.045
C 0.892 -4.983 -0.585
H 0.920 -3.033 2.198
H 1.857 -5.093 3.151
H 2.184 -7.094 1.721
H 1.568 -7.013 -0.673
H 0.621 -4.940 -1.633

3.
120
Properties=species:S:1:pos:R:3 method="wB97M-V/def2-TZVPD" orbital_gap_ev=8.69 homo_ev=-8.1
C 5.162 -4.989 1.694
O 4.546 -3.697 1.875
C 3.187 -3.576 1.836
O 2.401 -4.503 1.893
O 2.865 -2.278 1.768
C 1.572 -1.786 2.087
H 5.260 -5.215 0.632
H 4.629 -5.747 2.268
H 6.170 -4.956 2.105
H 1.643 -0.724 2.322
H 1.161 -2.304 2.954
H 0.887 -1.951 1.256
C 0.111 -2.248 -0.979
O 0.625 -0.882 -0.924
C 0.432 -0.227 0.193
O -0.161 -0.650 1.216
O 1.037 0.989 0.148
C 1.040 1.789 1.327
H 0.394 -2.616 -1.966
H -0.968 -2.116 -1.056
H 0.391 -2.885 -0.140
H 0.894 2.842 1.089
H 2.033 1.590 1.730
H 0.296 1.572 2.094
C 0.208 -5.246 0.828
O 1.212 -5.699 -0.031
C 1.794 -4.846 -0.897
O 1.375 -3.681 -1.118
O 2.837 -5.516 -1.519
C 3.469 -4.909 -2.603
H -0.018 -5.920 1.654
H -0.769 -5.034 0.393
H 0.547 -4.425 1.459
H 2.705 -4.638 -3.332
H 4.267 -5.561 -2.959
H 3.899 -3.961 -2.279
C 3.739 -0.719 -6.173
O 2.847 -0.014 -5.342
C 2.358 -0.664 -4.246
O 2.451 -1.901 -4.076
O 1.745 0.224 -3.410
C 1.289 -0.168 -2.195
H 3.310 -1.609 -6.632
H 4.629 -1.105 -5.676
H 4.164 -0.009 -6.883
H 0.944 0.721 -1.668
H 1.950 -0.669 -1.488
H 0.332 -0.659 -2.372
C -1.261 3.106 0.888
O -1.897 4.361 0.924
C -2.451 4.859 -0.211
O -2.783 4.225 -1.238
O -2.686 6.171 -0.081
C -3.148 6.948 -1.159
H -1.971 2.279 0.899
H -0.629 2.967 1.765
H -0.698 3.010 -0.040
H -3.540 7.897 -0.794
H -3.915 6.449 -1.751
H -2.341 7.203 -1.846
C -4.624 -0.634 -1.244
O -3.508 -1.175 -0.443
C -2.995 -2.260 -0.859
O -3.258 -2.791 -1.948
O -2.081 -2.682 -0.027
C -1.566 -3.985 -0.002
H -5.256 0.030 -0.654
H -5.296 -1.458 -1.488
H -4.364 -0.220 -2.218
H -1.289 -4.288 1.008
H -0.702 -3.904 -0.661
H -2.313 -4.602 -0.502
F 1.237 3.119 -4.701
C 0.305 2.633 -3.869
C 0.502 2.706 -2.453
C -0.389 2.196 -1.602
C -1.582 1.681 -2.080
C -1.896 1.677 -3.457
C -0.918 2.118 -4.373
H 1.365 3.216 -2.052
H -0.153 2.294 -0.552
H -2.361 1.315 -1.427
H -2.860 1.339 -3.808
H -1.141 2.074 -5.429
F 1.186 3.604 0.094
C 0.867 4.855 -0.207
C 1.344 5.878 0.589
C 0.998 7.172 0.304
C 0.206 7.485 -0.830
C -0.284 6.443 -1.653
C 0.070 5.123 -1.290
H 2.053 5.603 1.356
H 1.320 7.977 0.949
H -0.100 8.506 -1.009
H -0.963 6.560 -2.485
H -0.326 4.241 -1.771
C -0.652 -3.689 4.706
C 0.154 -2.572 4.313
C -0.169 -1.886 3.229
C -1.160 -2.435 2.346
C -1.893 -3.537 2.685
C -1.645 -4.169 3.890
H -0.386 -4.214 5.612
H 0.958 -2.306 4.984
H 0.377 -1.009 2.913
H -1.372 -1.960 1.400
H -2.528 -3.962 1.922
H -2.247 -5.029 4.141
C -1.874 2.445 4.747
C -1.222 1.314 5.183
C -1.053 0.161 4.358
C -1.449 0.254 3.034
C -2.125 1.367 2.580
C -2.362 2.490 3.403
H -2.197 3.246 5.395
H -0.926 1.245 6.219
H -0.488 -0.723 4.613
H -1.318 -0.585 2.367
H -2.392 1.429 1.535
H -2.829 3.378 3.004

4.
114
Properties=species:S:1:pos:R:3 method="wB97M-V/def2-TZVPD" total_charge=+1 spin_multiplicity=4 orbital_gap_ev="6.96 / 5.08" s2=3.896 homo_ev="-10.2 / -10.2" relative_energy_kcal_mol=0.00
Cr -0.433 0.177 0.141
C 0.060 -1.369 -3.835
C 0.640 0.046 -3.758
C 2.146 -0.111 -3.537
C 0.296 0.725 -5.091
P -0.048 1.022 -2.252
C -1.857 1.248 -2.641
N -2.424 1.737 -1.412
B -1.783 1.705 -0.137
N -2.423 2.683 0.667
C -2.121 3.301 1.934
P -0.481 2.779 2.669
C 0.675 4.286 2.688
C 0.676 4.857 1.271
C 2.069 3.746 2.998
C 0.324 5.412 3.652
C -0.969 2.194 4.416
C -2.127 1.198 4.320
C -1.451 3.372 5.271
C 0.232 1.496 5.048
C -3.497 3.185 -0.061
C -4.478 4.087 0.302
C -5.455 4.395 -0.631
C -5.445 3.831 -1.900
C -4.460 2.935 -2.279
C -3.493 2.606 -1.346
C 0.730 2.766 -2.302
C 1.920 2.628 -1.346
C -0.274 3.790 -1.772
C 1.214 3.321 -3.641
H 0.407 -1.836 -4.755
H -1.028 -1.380 -3.841
H 0.419 -1.988 -3.022
H 2.539 -0.889 -4.190
H 2.328 -0.415 -2.506
H 2.693 0.804 -3.739
H 0.331 -0.022 -5.882
H 0.994 1.505 -5.365
H -0.711 1.132 -5.081
H -2.279 0.277 -2.935
H -2.041 1.964 -3.449
H -2.916 3.096 2.659
H -2.091 4.389 1.794
H 0.921 4.076 0.563
H 1.432 5.639 1.191
H -0.283 5.301 1.006
H 2.309 2.921 2.333
H 2.136 3.395 4.022
H 2.813 4.528 2.861
H -0.713 5.726 3.555
H 0.954 6.272 3.422
H 0.525 5.143 4.683
H -3.070 1.676 4.059
H -2.261 0.721 5.290
H -1.921 0.430 3.587
H -2.033 4.083 4.686
H -0.627 3.898 5.744
H -2.095 3.002 6.070
H 0.648 0.777 4.346
H -0.075 0.960 5.945
H 1.009 2.202 5.332
H -4.503 4.538 1.281
H -6.252 5.067 -0.357
H -6.223 4.085 -2.601
H -4.461 2.507 -3.269
H 1.593 2.222 -0.385
H 2.402 3.591 -1.186
H 2.660 1.948 -1.760
H -0.648 3.509 -0.795
H -1.116 3.902 -2.451
H 0.212 4.760 -1.683
H 2.046 2.761 -4.054
H 1.571 4.337 -3.471
H 0.411 3.376 -4.371
O 0.339 -0.733 2.834
Cl -0.690 -1.136 1.855
O -1.745 -0.050 1.571
O 0.772 -1.195 -0.625
O 0.165 1.787 1.747
S -0.675 -1.800 -0.938
Sb 0.707 -3.824 0.477
C 2.189 -4.957 1.690
C 1.978 -5.077 3.051
C 2.895 -5.767 3.828
C 4.027 -6.312 3.245
C 4.233 -6.181 1.882
C 3.313 -5.500 1.099
C -0.711 -5.399 -0.044
C -1.695 -5.135 -0.987
C -2.501 -6.158 -1.458
C -2.340 -7.444 -0.969
C -1.382 -7.698 -0.003
C -0.565 -6.678 0.461
C 1.820 -3.981 -1.376
C 1.374 -4.773 -2.423
C 2.147 -4.916 -3.564
C 3.362 -4.262 -3.668
C 3.797 -3.450 -2.633
C 3.030 -3.308 -1.489
H 1.102 -4.635 3.509
H 2.730 -5.863 4.890
H 4.753 -6.828 3.852
H 5.116 -6.600 1.424
H 3.481 -5.403 0.035
H -1.820 -4.131 -1.372
H -3.242 -5.951 -2.214
H -2.965 -8.244 -1.336
H -1.261 -8.699 0.382
H 0.193 -6.886 1.201
H 0.430 -5.293 -2.349
H 1.800 -5.553 -4.363
H 3.969 -4.384 -4.552
H 4.743 -2.939 -2.709
H 3.372 -2.675 -0.679